A cluster of 30 separate species, H60O30 in total. Source: the OMol25 dataset; level of theory: ωB97M-V/def2-TZVPD.

Geometry as XYZ:
```
90
Properties=species:S:1:pos:R:3:mulliken_charge:R:1
O 4.951 0.405 1.470 -0.715
H 4.165 -0.075 1.730 0.389
H 4.621 1.226 1.105 0.390
O -2.371 -0.245 -4.176 -0.533
H -1.696 0.432 -4.135 0.281
H -2.571 -0.329 -5.108 0.236
O 2.466 -0.654 1.598 -0.336
H 2.302 -0.671 2.541 0.225
H 1.602 -0.523 1.207 0.159
O -3.280 -3.545 -0.342 -0.682
H -2.807 -2.821 -0.751 0.296
H -2.644 -4.260 -0.310 0.314
O -0.771 2.352 -4.077 -0.668
H -1.287 3.114 -4.339 0.278
H -0.887 2.297 -3.129 0.329
O 1.889 1.421 -4.932 -0.634
H 0.959 1.589 -4.778 0.372
H 2.343 2.003 -4.323 0.325
O -4.304 -1.429 3.216 -0.601
H -3.531 -1.993 3.215 0.311
H -4.320 -1.045 4.093 0.303
O 2.029 5.181 0.681 -0.550
H 1.091 5.301 0.825 0.256
H 2.408 6.047 0.834 0.273
O 1.803 -1.377 -5.237 -0.653
H 2.153 -0.500 -5.392 0.322
H 1.619 -1.400 -4.298 0.308
O -2.814 1.812 3.759 -0.624
H -3.739 1.678 3.555 0.287
H -2.353 1.178 3.210 0.350
O -2.288 -3.590 4.049 -0.610
H -1.878 -3.827 3.216 0.309
H -2.631 -4.416 4.390 0.247
O -5.112 0.015 -2.554 -0.635
H -5.509 0.493 -3.282 0.286
H -4.174 0.024 -2.743 0.353
O 0.010 -0.300 -0.087 -0.631
H -0.385 -0.651 0.711 0.230
H -0.050 0.650 0.013 0.111
O 0.861 -4.776 1.178 -0.574
H 0.145 -5.383 0.992 0.227
H 0.892 -4.199 0.415 0.442
O 1.439 -1.556 -2.128 -0.447
H 2.240 -1.057 -1.971 0.298
H 0.901 -1.398 -1.353 0.339
O -3.970 3.123 1.029 -0.689
H -3.716 3.285 1.938 0.318
H -3.840 2.183 0.907 0.333
O -1.685 -1.499 -1.686 -0.057
H -1.837 -0.950 -2.455 0.060
H -0.875 -1.160 -1.305 0.288
O 0.360 2.521 -0.121 -0.159
H 0.912 3.048 -0.699 0.081
H -0.047 3.158 0.466 0.075
O -0.578 -0.312 2.777 -0.356
H -0.210 0.524 3.061 0.238
H -0.876 -0.731 3.584 0.175
O -1.580 4.545 1.223 -0.530
H -2.404 4.065 1.310 0.285
H -1.822 5.462 1.354 0.287
O 0.604 4.579 -2.344 -0.492
H 0.566 5.471 -2.000 0.251
H 0.337 4.663 -3.259 0.257
O 0.201 1.553 4.893 -0.639
H -0.662 1.722 5.273 0.297
H 0.614 0.938 5.499 0.315
O 3.568 2.129 -2.939 -0.757
H 3.328 2.675 -2.189 0.221
H 4.307 2.586 -3.341 0.305
O 0.763 -4.190 -1.358 -0.673
H -0.149 -4.335 -1.611 0.310
H 1.054 -3.468 -1.914 0.268
O -1.581 -1.501 5.433 -0.598
H -1.654 -2.300 4.911 0.340
H -2.373 -1.492 5.970 0.267
O 3.742 2.696 0.263 -0.583
H 4.046 3.221 -0.478 0.293
H 3.247 3.310 0.804 0.247
O 2.231 -3.471 3.565 -0.575
H 1.783 -4.079 2.976 0.292
H 3.071 -3.890 3.749 0.275
O -2.542 -4.089 -3.126 -0.633
H -3.171 -3.769 -2.480 0.343
H -2.081 -3.304 -3.422 0.293
O 3.649 -0.322 -1.418 -0.661
H 3.488 0.503 -1.876 0.354
H 4.225 -0.084 -0.691 0.296
O 3.419 -3.059 0.602 -0.591
H 3.220 -2.177 0.917 0.381
H 3.430 -2.976 -0.352 0.292
```

Calculated values
HOMO energy: -9.81 eV
Maximum force: 1.600 eV Å⁻¹
Relative energy (zero: lowest compared OMol25 entry of this formula, charge and spin): 344.23 kJ/mol
Orbital gap: 8.9 eV

***

A cluster of 33 separate species, H66O33 in total. Source: the OMol25 dataset; level of theory: ωB97M-V/def2-TZVPD.

Geometry as XYZ:
```
99
Properties=species:S:1:pos:R:3:mulliken_charge:R:1
O -27.639 -16.443 2.775 -0.509
H -28.255 -16.396 2.043 0.161
H -27.626 -17.369 3.018 0.356
O -22.615 -19.368 -5.131 -0.601
H -23.329 -19.951 -4.873 0.348
H -22.433 -19.600 -6.041 0.303
O -23.291 -21.450 -1.411 -0.597
H -22.393 -21.356 -1.730 0.275
H -23.273 -22.247 -0.880 0.263
O -20.934 -15.781 2.109 -0.589
H -21.460 -15.869 2.904 0.268
H -20.441 -16.600 2.055 0.272
O -22.919 -16.753 -4.643 -0.617
H -22.292 -16.287 -5.196 0.187
H -22.895 -17.656 -4.959 0.298
O -29.022 -20.085 0.241 -0.708
H -29.384 -20.971 0.256 0.243
H -28.302 -20.130 -0.389 0.401
O -29.924 -17.903 -2.838 -0.580
H -30.183 -17.895 -3.759 0.270
H -28.967 -17.897 -2.857 0.259
O -28.631 -13.771 1.678 -0.661
H -28.330 -13.628 0.781 0.402
H -29.218 -13.036 1.855 0.273
O -26.252 -12.412 2.504 -0.569
H -26.479 -11.663 3.055 0.260
H -27.095 -12.785 2.247 0.322
O -22.606 -13.368 4.290 -0.698
H -23.058 -13.077 3.498 0.379
H -22.739 -14.316 4.308 0.523
O -24.999 -16.405 -0.499 -0.083
H -24.263 -15.793 -0.474 0.126
H -24.713 -17.099 -1.094 0.011
O -26.705 -16.490 -4.722 -0.536
H -26.226 -16.806 -5.488 0.247
H -27.520 -16.135 -5.078 0.240
O -27.975 -19.204 2.652 -0.700
H -27.205 -19.746 2.480 0.269
H -28.558 -19.374 1.913 0.398
O -24.937 -17.910 2.173 -0.399
H -25.080 -18.456 1.400 0.250
H -25.113 -17.019 1.873 0.224
O -23.517 -12.897 -0.814 -0.572
H -22.803 -13.471 -1.093 0.419
H -23.988 -13.404 -0.153 0.091
O -20.016 -20.071 -1.264 -0.582
H -19.097 -20.023 -0.999 0.275
H -20.293 -19.157 -1.333 0.375
O -25.306 -14.873 3.123 -0.455
H -25.605 -14.005 2.851 0.228
H -26.098 -15.411 3.119 0.367
O -24.529 -18.236 -2.482 0.336
H -24.196 -18.099 -3.369 -0.044
H -24.960 -19.090 -2.516 -0.007
O -20.237 -14.642 -2.928 -0.590
H -20.425 -15.304 -3.593 0.251
H -19.576 -14.078 -3.329 0.257
O -21.374 -15.563 -0.587 -0.511
H -20.902 -15.130 -1.297 0.377
H -20.839 -15.403 0.190 0.304
O -23.289 -11.801 2.166 -0.646
H -23.416 -10.944 2.573 0.275
H -24.126 -11.992 1.742 0.223
O -29.063 -17.360 0.187 -0.552
H -29.215 -18.271 -0.063 0.330
H -28.565 -16.991 -0.542 0.325
O -26.959 -20.028 -1.897 -0.701
H -27.107 -19.133 -2.204 0.350
H -27.105 -20.573 -2.670 0.287
O -23.536 -12.099 -3.458 -0.669
H -23.550 -11.932 -2.516 0.348
H -23.816 -13.010 -3.544 0.491
O -21.789 -10.594 -0.870 -0.666
H -21.715 -10.744 -1.812 0.321
H -22.361 -11.295 -0.559 0.410
O -24.705 -20.986 -4.002 -0.624
H -24.883 -21.715 -4.596 0.278
H -24.280 -21.391 -3.246 0.324
O -25.285 -20.052 0.301 -0.521
H -24.466 -20.433 -0.016 0.155
H -25.938 -20.315 -0.347 0.242
O -27.397 -17.188 -2.194 -0.386
H -27.083 -16.957 -3.068 0.240
H -26.833 -16.695 -1.598 0.022
O -28.336 -12.962 -0.898 -0.626
H -28.277 -12.121 -1.351 0.285
H -28.105 -13.610 -1.564 0.275
O -21.460 -17.905 -2.213 -0.727
H -21.510 -17.060 -1.767 0.362
H -22.322 -18.299 -2.079 0.240
O -23.156 -15.895 4.550 -0.698
H -23.295 -16.819 4.757 0.301
H -24.036 -15.543 4.419 0.295
O -23.000 -20.111 2.956 -0.648
H -23.869 -19.758 2.763 0.337
H -22.408 -19.609 2.396 0.306
O -24.259 -14.707 -3.382 -0.616
H -23.647 -15.297 -3.822 0.357
H -25.089 -15.185 -3.374 0.194
```

Calculated values
HOMO energy: -8.92 eV
Maximum force: 1.206 eV Å⁻¹
Relative energy (zero: lowest compared OMol25 entry of this formula, charge and spin): 341.58 kJ/mol
Orbital gap: 7.8 eV

***

A structure of composition H6KO3. Source: the OMol25 dataset; level of theory: ωB97M-V/def2-TZVPD.

Geometry as XYZ:
```
10
Properties=species:S:1:pos:R:3:mulliken_charge:R:1
K -0.870 -0.174 0.526 0.916
O 0.180 -1.720 0.114 -0.625
H 1.136 -1.750 0.159 0.297
H -0.078 -2.614 -0.112 0.302
O 1.024 0.595 0.427 -0.607
H 1.642 1.103 0.953 0.294
H 1.441 -0.261 0.328 0.397
O -1.537 1.489 -0.429 -0.642
H -0.826 1.270 -1.031 0.365
H -2.111 2.064 -0.935 0.301
```

Calculated values
HOMO energy: -16.54 eV
Maximum force: 9.994 eV Å⁻¹
Relative energy (zero: lowest compared OMol25 entry of this formula, charge and spin): 471.60 kJ/mol
Orbital gap: 12.7 eV
Net charge: +1

***

A cluster of 3 separate species, H6O3 in total. Source: the OMol25 dataset; level of theory: ωB97M-V/def2-TZVPD.

Geometry as XYZ:
```
9
Properties=species:S:1:pos:R:3:lowdin_spin:R:1
O 0.571 -0.682 -2.215 0.362
H 0.870 0.120 -2.645 0.147
H 1.326 -0.976 -1.705 0.132
O 0.236 0.524 2.515 0.076
H -0.039 0.335 1.618 0.009
H -0.569 0.473 3.030 0.008
O -0.623 0.155 0.138 0.189
H -1.559 0.037 -0.022 0.038
H -0.213 0.013 -0.715 0.041
```

Calculated values
HOMO energy (spin up / spin down): 0.92 / -7.12 eV
Maximum force: 1.707 eV Å⁻¹
Relative energy (zero: lowest compared OMol25 entry of this formula, charge and spin): 19.73 kJ/mol
Orbital gap (spin up / spin down): 3.2 / 11.2 eV
Multiplicity: 2
Net charge: -1

***

A structure of composition H6O3. Source: the OMol25 dataset; level of theory: ωB97M-V/def2-TZVPD.

Geometry as XYZ:
```
9
Properties=species:S:1:pos:R:3:mulliken_charge:R:1
O 24.482 -14.167 20.740 -0.710
H 25.064 -14.893 20.516 0.236
H 24.284 -14.295 21.668 0.477
O 23.519 -13.636 24.807 -0.541
H 23.827 -13.094 25.534 0.319
H 22.901 -14.247 25.208 0.317
O 23.931 -14.500 22.940 -0.767
H 24.248 -15.332 23.294 0.244
H 23.697 -13.985 23.713 0.426
```

Calculated values
HOMO energy: -9.30 eV
Maximum force: 6.667 eV Å⁻¹
Relative energy (zero: lowest compared OMol25 entry of this formula, charge and spin): 226.02 kJ/mol
Orbital gap: 9.3 eV

***

Number 1: DFT total energy -62401.701 eV, molar mass 540.5 g/mol. Number 2: DFT total energy -68642.647 eV, molar mass 594.5 g/mol. Number 3: DFT total energy -22555.913 eV, molar mass 93.1 g/mol. Number 4: DFT total energy -6238.958 eV, molar mass 54.0 g/mol. Number 5: DFT total energy -6237.911 eV, molar mass 54.0 g/mol.